Record 1
A structure of composition C28H24Cl5FN5O3RuS3. Source: the Open Molecules 2025 dataset; level of theory: ωB97M-V with the def2-TZVPD basis set.

Output
HOMO-LUMO gap (spin up / spin down) = 0.140 / 0.142 hartree
LUMO (spin up / spin down) = -1.81 / -1.81 eV
HOMO (spin up / spin down) = -5.61 / -5.66 eV
M = 872.1 g/mol

The geometry in ORCA input format:
```
! RIJCOSX wB97M-V def2-TZVPD def2/J DEFGRID3
* xyz 0 2
C -7.081 1.027 2.622
N -9.601 -1.472 -4.096
C -2.088 0.360 2.259
H -8.837 -1.835 -6.041
S -0.469 -4.086 2.940
H 0.355 2.777 0.980
C 2.636 -1.445 -1.227
H 5.433 2.235 2.166
H -6.760 -1.334 -5.059
H 3.614 0.221 1.398
O -1.793 -0.086 -0.733
O -0.934 0.627 1.786
C -4.444 0.001 1.749
H -8.797 -1.850 -3.527
C -4.120 -0.122 -0.968
H -4.599 0.068 2.814
H -7.381 -0.952 1.660
C -10.000 -0.302 -3.281
H -8.604 0.860 -2.073
C 2.985 1.087 1.476
Cl 0.276 1.601 -2.006
H -10.386 -0.668 -2.328
N 3.344 2.220 2.103
C 3.672 -1.303 -2.148
Cl 5.004 -2.388 -2.129
H -10.354 -2.140 -4.262
H -7.210 0.348 -5.380
C 4.576 2.442 2.810
H 4.634 1.790 3.686
C -0.004 -2.789 1.994
C 2.300 3.090 1.986
H -7.737 0.772 3.440
Cl 2.725 -2.726 -0.078
C 1.575 0.468 -2.118
S 1.093 -1.624 2.547
F -4.952 0.055 -4.523
H -7.501 -0.476 -0.811
Ru 0.203 -0.175 0.326
H 4.618 3.480 3.137
C -2.943 -0.062 -0.159
N -5.562 -0.124 0.965
H -6.255 1.658 2.907
C 2.585 0.645 -3.050
C -4.002 -0.078 -2.377
C -7.509 -0.567 -4.853
C -7.679 1.217 1.262
Cl 2.567 1.982 -4.125
C -6.853 -0.007 1.561
C -5.420 -0.190 -0.413
H -8.704 1.395 -3.756
C -6.522 -0.328 -1.238
C -5.125 -0.088 -3.172
C 1.332 2.441 1.278
N -7.604 -0.391 -3.416
S -0.674 -2.601 0.422
C -8.911 -1.018 -5.326
N 1.779 1.195 0.968
H -3.022 -0.007 -2.815
H -7.240 1.969 0.623
O -2.382 0.450 3.442
C -3.176 0.042 1.255
C 3.648 -0.255 -3.064
C 1.551 -0.565 -1.175
C -8.699 0.514 -3.099
C -6.398 -0.262 -2.653
H 2.319 4.073 2.412
H -10.778 0.267 -3.787
Cl 4.939 -0.054 -4.171
H -9.475 -0.203 -5.783
H -8.749 1.112 1.148
*
```

Results of the Löwdin charge analysis, in e, for atoms 1 through 6:
1 C -0.07
2 N 0.02
3 C -0.61
4 H 0.14
5 S 0.40
6 H 0.10



Record 2
A structure of composition C28H24CoN4O4. Source: the Open Molecules 2025 dataset; level of theory: ωB97M-V with the def2-TZVPD basis set.

Output
HOMO-LUMO gap = 0.234 hartree
LUMO = 2.53 eV
energy relative to the best compared isomer or geometry (same formula, charge and spin) = 0.116 eV
HOMO = -3.83 eV
M = 539.5 g/mol

The geometry in ORCA input format:
```
! RIJCOSX wB97M-V def2-TZVPD def2/J DEFGRID3
* xyz -1 1
C 1.240 2.103 -3.718
O 0.250 0.299 -1.826
C -0.529 3.598 -3.065
H 4.995 3.128 0.311
Co 0.034 -0.608 -0.125
C 3.728 -1.737 0.681
N 1.886 -0.216 0.267
C 2.853 -1.122 -0.214
H -2.257 2.175 1.190
H -2.212 -2.792 0.515
C 2.989 -1.406 -1.573
H -2.574 -3.170 -1.178
H 2.300 -0.940 -2.267
H 5.381 -3.073 0.946
O 0.474 -2.393 -0.663
H -1.325 3.847 -2.376
C -1.711 1.233 1.199
C -2.065 0.223 2.175
O -0.360 -4.470 -0.762
H 5.600 -3.567 -1.474
C 0.201 2.433 -2.854
C 3.587 1.530 0.257
H 1.801 1.197 -3.533
H -0.800 5.327 -4.301
C -0.478 -3.261 -0.657
H 1.056 4.744 -5.829
C 1.549 2.937 -4.782
C -0.089 1.534 -1.705
H 3.767 4.413 2.052
C -0.226 4.423 -4.137
C 2.378 0.979 0.740
H -2.582 -0.682 -0.522
C 4.714 -2.603 0.232
H -3.732 1.376 2.866
H 3.616 -1.522 1.736
H -4.488 -0.310 4.511
C 3.388 3.465 1.694
H 0.851 1.283 2.217
C -1.774 -1.924 3.257
C -1.879 -2.655 -0.514
H 2.368 2.683 -5.444
N -1.768 -1.219 -0.797
C 4.839 -2.881 -1.123
C 1.727 1.709 1.755
H 4.139 0.997 -0.506
H -3.212 -2.432 4.739
O -0.226 -1.222 1.644
H 4.047 -2.495 -3.080
N -0.825 1.064 0.294
N -0.665 2.060 -0.656
C -1.315 -0.982 2.305
C 2.214 2.922 2.205
H -1.209 -2.843 3.353
C -3.614 -0.492 3.901
H 1.672 3.444 2.986
C -2.889 -1.682 4.025
C 4.069 2.741 0.724
H -1.597 -1.063 -1.787
C 0.815 4.095 -4.996
C -3.190 0.443 2.981
C 3.967 -2.279 -2.021
*
```

Results of the Löwdin charge analysis, in e, for atoms 1 through 6:
1 C -0.01
2 O -0.08
3 C -0.04
4 H 0.09
5 Co 0.59
6 C -0.02



Record 3
A structure of composition C28H24F6N6O8S2Ti. Source: the Open Molecules 2025 dataset; level of theory: ωB97M-V with the def2-TZVPD basis set.

Output
HOMO-LUMO gap (spin up / spin down) = 0.286 / 0.299 hartree
LUMO (spin up / spin down) = -3.93 / -3.93 eV
energy relative to the best compared isomer or geometry (same formula, charge and spin) = 0.679 eV
HOMO (spin up / spin down) = -11.72 / -12.08 eV
M = 798.5 g/mol

The geometry in ORCA input format:
```
! RIJCOSX wB97M-V def2-TZVPD def2/J DEFGRID3
* xyz 1 2
C -1.613 1.243 4.324
H 0.527 3.528 1.820
S 1.181 -0.573 -2.535
F 2.193 -3.015 -2.499
O 1.386 -2.358 -5.241
F -1.649 -1.406 -4.109
N 5.145 3.399 3.508
C -1.497 0.593 3.101
H 1.333 -0.976 3.394
F 3.268 -1.570 -1.301
C 0.621 -3.128 0.377
C -2.557 0.722 2.043
H -4.302 -0.194 0.156
C 2.963 2.917 2.512
C -1.583 -2.570 0.714
N -0.293 -2.221 0.715
S 0.720 -1.104 -5.317
H -2.373 -1.131 -1.569
H -3.872 -0.419 -2.131
C 2.627 -1.761 -2.456
H 1.077 -5.120 -0.248
H -2.607 1.755 1.695
H -0.653 1.577 6.211
C -0.599 1.081 5.252
H -3.579 1.126 -3.857
C 4.699 1.239 2.380
C -2.000 -3.832 0.324
C -2.965 -0.210 -1.564
F 3.453 -1.525 -3.456
O 0.102 -1.226 -1.751
C -2.695 1.523 -3.378
C -1.108 -1.548 -5.326
C 0.797 2.516 1.502
H 1.650 -2.785 0.383
C 4.232 2.498 2.783
O 1.623 0.588 -1.772
N -1.128 1.358 -1.592
H 2.638 3.900 2.823
H -3.570 -1.862 1.068
C -0.909 3.092 -3.225
H -2.373 3.093 -4.804
H -2.419 -1.614 2.369
C -0.500 2.429 -2.086
H -3.537 0.485 2.483
C -2.027 2.618 -3.896
O 6.312 3.079 3.561
O 1.747 -0.136 0.869
N -0.455 -0.165 2.788
C 0.296 -4.423 0.015
H 1.287 0.100 5.640
H 5.723 0.975 2.600
C -1.044 -4.772 -0.037
C -2.218 0.913 -2.226
N -2.320 -0.147 0.871
H -2.479 1.852 4.543
H 4.201 -0.603 1.408
H -3.053 -4.075 0.316
H -3.440 1.306 -0.136
C 2.094 2.043 1.822
C -3.335 0.221 -0.148
C 2.526 0.740 1.441
O 4.660 4.405 3.985
H -0.348 3.942 -3.582
F -1.767 -0.766 -6.174
N 0.831 -0.231 -3.963
H 0.383 2.756 -1.552
C -2.541 -1.564 1.284
C 0.512 -0.334 3.693
Ti 0.006 0.030 0.090
O -0.070 1.861 0.861
C 3.864 0.374 1.723
C 0.482 0.265 4.938
O 0.919 -0.204 -6.397
F -1.253 -2.815 -5.696
H -1.344 -5.760 -0.355
*
```

Results of the Löwdin charge analysis, in e, for atoms 1 through 6:
1 C 0.00
2 H 0.16
3 S 0.65
4 F 0.16
5 O -0.25
6 F 0.12



Record 4
A structure of composition C28H24F6OSiTeTl. Source: the Open Molecules 2025 dataset; level of theory: ωB97M-V with the def2-TZVPD basis set.

Output
HOMO-LUMO gap = 0.211 hartree
LUMO = 2.20 eV
HOMO = -3.56 eV
M = 850.6 g/mol

The geometry in ORCA input format:
```
! RIJCOSX wB97M-V def2-TZVPD def2/J DEFGRID3
* xyz -1 1
H -7.374 0.379 3.237
C 4.272 0.139 2.288
F -0.890 -2.711 -3.514
F 0.892 -3.899 -1.859
H 2.751 -1.208 -4.189
H 5.294 3.926 -1.306
H 4.548 0.029 1.242
C 2.725 5.323 0.394
H -4.261 -4.101 -0.655
H -3.543 -2.332 0.914
H -4.983 2.661 -0.442
F 2.701 -2.825 -1.382
H 5.508 -0.568 5.367
H 1.822 0.188 -3.581
H -3.980 -1.330 -3.910
C -5.519 0.581 2.180
H 1.789 1.260 4.279
H 6.103 -0.754 2.969
H -5.005 -0.154 2.787
H 2.996 -0.607 -2.527
C 2.262 -0.772 -3.315
H 1.241 4.241 1.498
C 2.650 2.894 0.594
C -3.399 -0.826 -0.612
C 3.795 2.847 -0.212
C 1.146 -1.666 -2.747
H -3.267 0.440 -2.343
F 0.637 -2.413 -5.013
F -0.454 -0.720 -4.224
H 3.333 0.434 6.011
C 1.783 -3.027 -2.353
C 2.731 0.812 3.982
Te -2.826 0.705 0.728
H -8.553 2.059 1.850
H 2.297 6.290 0.634
C -4.843 1.217 1.142
C 0.107 -1.895 -3.878
Si 1.813 1.305 1.258
H -4.488 -3.601 -3.068
C 4.824 -0.211 4.606
H 0.778 1.948 2.159
C -5.505 2.164 0.366
C 4.405 4.000 -0.689
H -7.350 3.198 0.008
C 3.042 0.725 2.617
C -7.514 1.823 1.651
H 4.338 6.148 -0.767
C -3.662 -2.107 -0.139
Tl 0.288 -1.044 0.606
C -3.914 -1.544 -2.850
C 2.129 4.163 0.878
C -4.064 -3.101 -1.023
C 5.157 -0.312 3.261
C -6.853 0.882 2.431
C 3.870 5.246 -0.390
C -3.510 -0.547 -1.971
O 0.532 -1.128 -1.683
C 3.604 0.350 4.963
F 2.427 -3.656 -3.363
H 4.223 1.883 -0.476
C -4.194 -2.819 -2.377
C -6.839 2.463 0.620
*
```

Results of the Löwdin charge analysis, in e, for atoms 1 through 6:
1 H 0.10
2 C -0.12
3 F 0.15
4 F 0.14
5 H 0.09
6 H 0.09